{
  "formula": "C37H43F4InN6O3SSe",
  "method": "ωB97M-V/def2-TZVPD",
  "symbols": ["In", "Se", "S", "F", "F", "F", "F", "O", "O", "O", "N", "N", "N", "N", "N", "N", "C", "C", "C", "C", "C", "C", "C", "C", "C", "C", "C", "C", "C", "C", "C", "C", "C", "C", "C", "C", "C", "C", "C", "C", "C", "C", "C", "C", "C", "C", "C", "C", "C", "C", "C", "C", "C", "H", "H", "H", "H", "H", "H", "H", "H", "H", "H", "H", "H", "H", "H", "H", "H", "H", "H", "H", "H", "H", "H", "H", "H", "H", "H", "H", "H", "H", "H", "H", "H", "H", "H", "H", "H", "H", "H", "H", "H", "H", "H", "H"],
  "positions_angstrom": [[-1.12, 0.87, 0.09], [-1.11, 3.43, -0.08], [-3.27, -0.22, 0.11], [-2.25, -5.98, 0.03], [-6.11, -1.08, 1.05], [-7.75, -0.07, 0.06], [-6.09, -0.83, -1.10], [-0.67, -1.33, -0.23], [3.11, 0.43, 0.05], [0.94, 0.88, 0.26], [2.70, -3.59, 0.26], [0.36, -9.96, 1.42], [1.55, 4.30, 0.59], [-3.72, 2.37, 0.45], [1.13, 4.50, -1.54], [0.05, -7.66, 0.33], [-0.93, -4.07, 0.01], [1.45, 3.93, 2.01], [1.22, 5.15, 2.91], [1.96, 0.06, 0.14], [2.38, 5.09, -1.32], [-0.98, -9.83, 0.76], [0.48, 4.42, -2.85], [1.00, -8.47, -0.43], [4.34, -4.82, -1.15], [0.31, -3.44, 0.05], [-0.09, 5.89, 2.66], [0.11, -6.25, 0.21], [1.46, -9.64, 0.44], [4.41, 6.25, -1.63], [2.64, 4.96, 0.03], [4.68, 6.12, -0.25], [-2.51, 5.83, -2.74], [0.38, -1.98, -0.03], [-1.31, 5.19, 3.27], [-6.42, -0.23, 0.06], [-6.47, 2.24, 0.37], [0.67, 4.03, -0.37], [3.81, 5.46, 0.60], [-1.24, -8.34, 0.48], [1.46, -4.22, 0.18], [2.75, -2.25, 0.24], [-4.32, 1.20, 0.27], [-4.47, 3.47, 0.60], [3.96, -4.35, 0.25], [-5.72, 1.09, 0.23], [-0.03, 5.78, -3.34], [-5.84, 3.46, 0.57], [1.34, -5.61, 0.26], [-1.02, -5.42, 0.09], [-1.11, 6.41, -2.47], [1.67, -1.42, 0.12], [3.26, 5.73, -2.19], [-0.41, 5.63, -4.35], [3.74, -1.79, 0.31], [2.23, -6.21, 0.38], [-1.17, 5.05, 4.34], [3.57, -5.45, -1.59], [2.35, -9.40, 1.01], [-2.58, 4.78, -2.44], [5.12, 6.77, -2.26], [5.60, 6.54, 0.15], [0.65, 3.21, 2.11], [-0.33, 3.70, -2.78], [0.40, -9.28, 2.19], [0.50, -10.88, 1.82], [-1.48, 4.21, 2.81], [-1.88, -8.27, -0.40], [1.65, -10.52, -0.16], [3.06, 5.82, -3.25], [-0.86, 6.29, -1.41], [5.28, -5.39, -1.11], [1.86, -7.89, -0.73], [-3.27, 6.38, -2.18], [-7.55, 2.18, 0.33], [-0.94, -10.43, -0.15], [-3.92, 4.40, 0.76], [1.24, 4.79, 3.94], [-0.23, 6.03, 1.58], [3.87, -5.19, 0.94], [-2.21, 5.79, 3.13], [-1.13, 7.48, -2.66], [-1.77, -7.90, 1.32], [-1.75, -10.24, 1.41], [4.04, 5.34, 1.65], [0.82, 6.46, -3.42], [2.38, 3.43, 2.27], [4.73, -3.70, 0.65], [1.22, 4.03, -3.55], [-6.41, 4.37, 0.71], [-2.75, 5.91, -3.80], [4.49, -3.96, -1.81], [-1.83, -3.48, -0.10], [0.53, -8.84, -1.35], [2.07, 5.83, 2.80], [-0.01, 6.89, 3.08]],
  "e_above_lowest_kcal_mol": 21.3,
  "e_lumo_ev": -4.8,
  "gap_ev": 7.600,
  "total_charge": 2,
  "homo_energy_ha": -0.4540
}



{
  "formula": "C37H43F5N4OP",
  "method": "ωB97M-V/def2-TZVPD",
  "symbols": ["P", "F", "F", "F", "F", "F", "O", "N", "N", "N", "N", "C", "C", "C", "C", "C", "C", "C", "C", "C", "C", "C", "C", "C", "C", "C", "C", "C", "C", "C", "C", "C", "C", "C", "C", "C", "C", "C", "C", "C", "C", "C", "C", "C", "C", "C", "C", "C", "H", "H", "H", "H", "H", "H", "H", "H", "H", "H", "H", "H", "H", "H", "H", "H", "H", "H", "H", "H", "H", "H", "H", "H", "H", "H", "H", "H", "H", "H", "H", "H", "H", "H", "H", "H", "H", "H", "H", "H", "H", "H", "H"],
  "positions_angstrom": [[-0.97, 3.30, 5.15], [-5.71, -8.92, 5.96], [1.44, 0.42, -5.37], [-2.75, 4.05, -2.30], [-0.69, 1.29, -9.38], [-2.89, -4.33, 2.22], [4.30, 4.23, 4.29], [2.66, 2.90, 3.10], [-1.23, 4.89, 5.18], [3.21, 0.50, 3.00], [1.06, 1.19, 2.19], [5.72, 4.45, 4.37], [0.93, -2.86, 2.49], [-1.48, 3.27, -4.13], [-4.94, -6.55, 2.70], [0.07, -0.58, -8.15], [-3.99, -6.67, 3.70], [1.22, -0.72, -3.32], [-0.52, -0.04, -9.29], [-2.30, 4.22, -3.56], [-0.64, -4.66, 2.81], [-6.16, -7.22, 2.79], [1.21, -0.68, -1.93], [6.54, 3.33, 5.16], [0.24, -1.95, -8.05], [2.37, 1.54, 2.77], [-0.17, -2.78, -9.10], [4.01, 2.93, 3.77], [-1.39, -2.55, 1.90], [-2.20, 5.54, -5.55], [-1.38, 4.58, -6.14], [1.42, 0.45, -4.03], [-4.25, -7.47, 4.81], [0.12, 1.35, 3.38], [-0.76, -2.23, -10.23], [-1.02, 3.44, -5.43], [0.66, -4.16, 2.89], [-2.67, 5.36, -4.26], [1.38, 0.53, -1.27], [-5.46, -8.15, 4.89], [0.14, 2.92, 3.69], [-1.65, -3.85, 2.31], [-6.41, -8.03, 3.89], [-0.94, -0.86, -10.33], [1.59, 1.66, -3.38], [1.61, 3.42, 4.06], [1.57, 1.70, -1.99], [-0.10, -2.05, 2.00], [-0.38, 2.69, -5.88], [3.82, 0.15, 2.25], [1.45, -4.79, 3.27], [1.36, 0.56, -0.18], [1.58, 4.55, 3.99], [-0.24, 3.41, 2.74], [7.13, 3.86, 5.98], [-7.35, -8.57, 3.98], [-2.20, -1.94, 1.51], [-0.92, 0.95, 3.17], [3.98, 2.23, 4.67], [1.82, 3.10, 5.12], [4.80, 2.53, 3.08], [5.86, 5.43, 4.93], [-0.87, -5.67, 3.13], [-3.05, -6.15, 3.62], [-1.07, -2.87, -11.05], [-3.52, -7.58, 5.60], [0.64, 0.80, 4.23], [3.17, 0.09, 3.94], [0.84, 1.94, 1.51], [1.06, -1.59, -1.36], [5.91, 2.55, 5.67], [0.12, -1.04, 1.69], [1.75, 2.56, -3.96], [0.39, 0.08, -7.36], [1.69, 2.65, -1.48], [-2.47, 6.43, -6.11], [-3.31, 6.09, -3.79], [1.08, -1.65, -3.85], [6.21, 4.63, 3.36], [-4.74, -5.92, 1.83], [-1.20, 2.39, -3.55], [-0.24, 2.92, 6.33], [1.94, -2.47, 2.56], [-2.23, 5.09, 5.13], [-1.02, 4.73, -7.15], [-1.40, -0.41, -11.20], [0.69, -2.38, -7.17], [-2.23, 2.59, 5.06], [-0.03, -3.85, -9.02], [-6.90, -7.12, 2.01], [7.31, 2.90, 4.45]],
  "e_lumo_ev": -5.6,
  "gap_ev": 4.812,
  "total_charge": 1,
  "homo_energy_ha": -0.3828
}



{
  "formula": "C37H43IrN9OS",
  "method": "ωB97M-V/def2-TZVPD",
  "symbols": ["Ir", "S", "O", "N", "N", "N", "N", "N", "N", "N", "N", "N", "C", "C", "C", "C", "C", "C", "C", "C", "C", "C", "C", "C", "C", "C", "C", "C", "C", "C", "C", "C", "C", "C", "C", "C", "C", "C", "C", "C", "C", "C", "C", "C", "C", "C", "C", "C", "C", "H", "H", "H", "H", "H", "H", "H", "H", "H", "H", "H", "H", "H", "H", "H", "H", "H", "H", "H", "H", "H", "H", "H", "H", "H", "H", "H", "H", "H", "H", "H", "H", "H", "H", "H", "H", "H", "H", "H", "H", "H", "H", "H"],
  "positions_angstrom": [[-0.51, -0.59, -1.58], [2.28, -5.09, 2.75], [3.90, 2.97, 1.09], [0.37, -1.75, -3.39], [1.03, 1.17, -1.59], [-3.58, 2.26, 0.24], [-2.19, -1.98, -2.47], [-1.97, 0.93, -0.82], [0.59, -2.15, -0.29], [2.24, 4.49, 1.39], [-2.49, 0.56, 1.40], [3.25, -1.96, 5.85], [2.21, 2.95, -0.52], [0.09, -3.38, -0.14], [-4.82, 2.19, 0.98], [-3.53, 3.34, -0.72], [-1.04, -4.10, -5.87], [1.68, -3.95, 1.55], [-3.44, -2.06, -2.04], [1.69, -1.84, 0.41], [2.24, -2.68, 1.35], [4.02, -3.30, 4.06], [-2.31, -4.22, -5.42], [1.81, -3.59, 4.97], [2.86, 3.48, 0.74], [2.10, -2.59, 5.88], [2.86, 5.01, 2.60], [1.62, -1.65, -3.82], [1.49, 1.76, -0.49], [0.61, -4.31, 0.73], [2.94, 3.95, 3.69], [-1.84, -2.67, -3.57], [1.28, 1.74, -2.77], [-1.75, -0.68, 1.41], [2.77, -3.91, 4.02], [2.03, 2.90, -2.90], [-4.42, -2.82, -2.68], [0.93, 4.96, 1.03], [2.08, -2.30, -4.97], [4.21, -2.29, 5.01], [1.21, -3.09, -5.68], [-0.17, 4.29, 1.86], [2.51, 3.52, -1.76], [-0.49, -2.55, -4.05], [-2.75, -3.49, -4.27], [-4.08, -3.55, -3.80], [-2.67, 1.16, 2.71], [-0.10, -3.26, -5.22], [-2.66, 1.25, 0.25], [-2.85, 2.23, 2.62], [-3.69, -1.49, -1.16], [3.11, 4.41, -1.82], [-0.72, -4.65, -6.74], [-1.96, -1.21, 2.33], [2.15, -0.88, 0.21], [3.53, 3.11, 3.33], [-0.01, 4.48, 2.92], [-0.19, 3.22, 1.70], [1.95, 3.62, 3.98], [3.87, 5.36, 2.35], [-4.88, 2.94, 1.77], [-2.27, 1.47, -1.63], [3.11, -2.16, -5.27], [-4.81, -4.14, -4.33], [2.27, 5.87, 2.93], [-4.16, 3.16, -1.59], [-1.76, 1.02, 3.30], [-0.66, -0.50, 1.35], [-3.90, 4.24, -0.22], [2.24, 3.29, -3.88], [-3.50, 0.70, 3.26], [0.76, 4.75, -0.03], [3.10, -2.36, 1.91], [4.82, -3.59, 3.41], [2.29, -1.03, -3.24], [0.89, 1.25, -3.65], [0.86, -4.11, 5.00], [0.18, -5.30, 0.79], [-5.65, 2.38, 0.29], [1.40, -2.28, 6.64], [-4.96, 1.20, 1.41], [-0.78, -3.62, -0.73], [-2.50, 3.52, -1.04], [-3.02, -4.88, -5.90], [-2.05, -1.31, 0.57], [1.28, 1.27, 0.45], [0.89, 6.04, 1.16], [3.44, 4.36, 4.56], [5.13, -1.74, 5.08], [-1.13, 4.72, 1.59], [-5.43, -2.82, -2.30], [1.53, -3.60, -6.58]],
  "e_above_lowest_kcal_mol": 92.8,
  "e_lumo_ev": [-10.9, -10.9],
  "gap_ev": [4.491, 4.492],
  "total_charge": 3,
  "homo_energy_ha": [-0.5651, -0.5651]
}



{
  "formula": "C37H43N4O",
  "method": "ωB97M-V/def2-TZVPD",
  "symbols": ["O", "N", "N", "N", "N", "C", "C", "C", "C", "C", "C", "C", "C", "C", "C", "C", "C", "C", "C", "C", "C", "C", "C", "C", "C", "C", "C", "C", "C", "C", "C", "C", "C", "C", "C", "C", "C", "C", "C", "C", "C", "C", "H", "H", "H", "H", "H", "H", "H", "H", "H", "H", "H", "H", "H", "H", "H", "H", "H", "H", "H", "H", "H", "H", "H", "H", "H", "H", "H", "H", "H", "H", "H", "H", "H", "H", "H", "H", "H", "H", "H", "H", "H", "H", "H"],
  "positions_angstrom": [[2.63, -8.16, -0.11], [2.84, -4.79, -1.31], [2.11, -6.92, -1.99], [2.87, 0.10, 2.51], [0.73, 0.37, 2.96], [5.44, -6.27, -1.09], [2.17, 0.28, -5.39], [1.62, -0.28, 2.19], [-2.72, -1.06, 2.99], [4.61, -5.89, 0.09], [-0.54, -2.21, 3.32], [1.62, -8.03, -2.78], [-0.87, 2.75, 2.57], [6.67, -5.64, -3.06], [2.59, -7.11, -0.72], [2.40, -0.64, -4.41], [2.94, 1.14, -2.87], [-2.88, 1.29, 2.67], [2.78, 1.08, 3.53], [3.06, -3.45, -1.19], [-1.34, -0.97, 3.08], [-4.98, -0.03, 2.69], [2.04, -5.47, -4.93], [2.21, -5.51, -2.47], [6.84, -6.97, -3.39], [-3.50, 0.06, 2.79], [3.12, -5.78, -0.23], [0.81, -4.97, -2.82], [2.70, 2.05, -3.87], [2.79, -0.24, -3.11], [3.02, -1.17, -2.07], [5.62, -7.60, -1.43], [-1.50, 1.41, 2.73], [0.63, -5.22, -4.34], [-0.72, 0.27, 2.94], [5.97, -5.30, -1.92], [2.31, 1.63, -5.13], [3.05, -5.43, -3.76], [2.84, -2.54, -2.19], [4.13, -0.52, 2.12], [1.47, 1.22, 3.82], [6.32, -7.96, -2.57], [0.73, -3.91, -2.58], [-0.02, -6.09, -4.51], [1.68, -8.94, -2.19], [2.55, -5.48, 0.66], [2.29, -1.69, -4.63], [1.87, -0.05, -6.37], [-1.19, -3.07, 3.47], [4.77, 0.23, 1.66], [2.22, -8.16, -3.67], [2.12, 2.35, -5.90], [2.30, -4.73, -5.70], [7.07, -4.87, -3.71], [7.36, -7.24, -4.28], [-0.42, 3.08, 3.50], [-1.61, 3.49, 2.28], [0.13, -4.37, -4.83], [4.77, -6.63, 0.88], [-5.46, 0.57, 3.47], [3.61, 1.59, 3.97], [4.63, -0.94, 2.99], [5.82, -4.26, -1.68], [0.58, -7.88, -3.05], [-3.18, -2.03, 3.07], [3.95, -1.32, 1.41], [-5.32, -1.06, 2.81], [2.08, -6.45, -5.43], [3.42, -3.09, -0.24], [-3.48, 2.17, 2.51], [5.19, -8.36, -0.81], [0.05, -5.49, -2.23], [-0.11, 2.72, 1.80], [3.24, 1.47, -1.89], [-5.32, 0.33, 1.72], [3.33, -0.79, -1.11], [4.98, -4.94, 0.50], [2.49, -2.91, -3.13], [3.65, -4.52, -3.77], [3.76, -6.27, -3.78], [0.10, -2.43, 2.46], [6.45, -9.00, -2.82], [0.09, -2.11, 4.20], [2.81, 3.10, -3.67], [1.06, 1.85, 4.59]],
  "e_above_lowest_kcal_mol": 21.8,
  "e_lumo_ev": -4.6,
  "gap_ev": 5.636,
  "total_charge": 1,
  "homo_energy_ha": -0.3770
}



| no. | F_max (hartree/bohr) |
| --- | --- |
| 1 | 0.009 |
| 2 | 0.100 |
| 3 | 0.047 |
| 4 | 0.068 |